# C21H20Cl3F12GeNO5S2SeV

C21H20Cl3F12GeNO5S2SeV as an isolated structure (the ωB97M-V functional and the def2-TZVPD basis, OMol25).

```
67
Properties=species:S:1:pos:R:3:forces:R:3
V -1.70017 -1.22377 -0.63798 0.43 -0.67 -0.41
O -1.65828 -3.94763 0.97741 0.16 -0.07 0.02
Cl -0.46076 -3.34844 0.50623 0.05 -0.41 -0.06
O 0.71072 -3.90725 1.04858 0.04 0.13 -0.02
O -0.52992 -1.87053 0.87407 -0.47 0.06 -0.16
O -0.44205 -3.30438 -0.95164 -0.24 0.22 0.24
F 1.44813 -0.83692 -6.02955 -0.03 0.01 0.02
C 0.65298 -0.62320 -4.96717 0.00 0.04 0.00
F 0.29686 0.67411 -4.99814 0.01 -0.05 -0.01
F -0.45798 -1.34930 -5.15349 0.01 0.02 0.00
C 1.35079 -0.97901 -3.67947 -0.02 0.02 0.00
C 2.60648 -1.56130 -3.71398 0.03 0.00 0.00
C 3.23390 -1.90231 -2.52704 0.00 -0.01 0.01
C 2.57705 -1.63317 -1.33984 -0.03 0.04 0.01
N 1.37689 -1.06257 -1.29583 -0.03 0.10 0.06
C 0.76911 -0.75180 -2.42766 -0.11 -0.15 -0.06
S -0.86051 -0.02972 -2.26584 0.23 0.38 -0.05
H 3.08192 -1.74888 -4.66633 0.00 -0.01 0.01
H 4.20921 -2.36731 -2.52391 0.00 0.01 0.00
H 3.01419 -1.87469 -0.37744 0.02 -0.02 -0.02
Cl 0.21416 1.18448 1.08197 -0.05 -0.15 0.00
C -1.02392 2.32071 0.70051 -0.13 -0.05 -0.10
C -0.69438 3.66563 0.70192 -0.03 0.01 -0.01
C -1.65783 4.60867 0.38675 0.04 0.01 0.01
C -2.94375 4.21386 0.06773 -0.05 0.02 -0.01
C -3.26724 2.86796 0.07234 0.01 0.00 -0.05
Cl -4.88416 2.41324 -0.34000 -0.03 0.02 0.00
C -2.31996 1.88908 0.38637 0.12 0.02 -0.01
S -2.86397 0.20776 0.47385 -0.19 0.45 0.30
H 0.31571 3.95955 0.95038 0.00 -0.01 0.00
H -1.40383 5.65988 0.38664 0.01 0.00 0.00
H -3.70375 4.93844 -0.18709 -0.01 -0.01 0.00
F -4.38055 -0.29682 -2.77626 0.03 -0.02 0.00
C -4.17596 -1.43115 -3.44561 -0.05 -0.01 -0.03
F -3.18957 -1.22101 -4.31660 0.01 0.00 0.01
F -5.28328 -1.72030 -4.13345 0.03 0.01 0.03
C -3.80767 -2.58095 -2.45332 0.05 0.04 0.07
O -2.99215 -2.10206 -1.46797 0.19 0.07 0.31
C -5.09638 -3.10769 -1.75046 -0.07 -0.05 -0.05
F -4.78143 -3.81334 -0.66977 0.01 0.02 -0.01
F -5.85615 -2.07835 -1.36158 0.02 -0.03 0.00
F -5.81730 -3.88122 -2.56533 0.02 0.03 0.04
C -3.08299 -3.73451 -3.20822 -0.06 -0.03 -0.09
F -3.03666 -4.83166 -2.45326 0.01 0.03 -0.01
F -3.71788 -4.03197 -4.34783 0.04 0.00 0.06
F -1.83479 -3.38091 -3.50323 -0.02 0.01 0.02
C 2.03861 3.19692 3.75571 -0.01 -0.01 -0.01
Ge 3.61305 2.04901 3.57623 0.01 -0.01 -0.03
C 5.12394 2.91761 4.46746 0.00 0.01 0.00
C 4.01108 1.78480 1.68133 -0.01 0.01 0.00
C 3.33611 0.29188 4.41231 0.01 -0.03 0.00
Se 2.07152 -0.87696 3.48788 -0.03 0.02 -0.06
C 0.43906 -0.16892 4.26855 0.06 -0.02 0.03
H 2.25968 4.17686 3.32854 -0.01 0.01 0.01
H 1.76416 3.33696 4.80166 0.00 -0.01 0.00
H 1.18808 2.77414 3.22232 -0.01 0.02 0.00
H 5.30394 3.90150 4.03242 0.01 0.00 0.01
H 6.03221 2.32425 4.35831 0.00 0.00 0.00
H 4.92367 3.04640 5.53163 0.01 0.00 0.00
H 4.10345 2.74716 1.17575 0.01 0.00 0.00
H 3.20678 1.22017 1.20914 0.02 0.00 -0.01
H 4.94585 1.23813 1.54909 -0.01 0.00 0.01
H 3.02948 0.37267 5.45577 -0.01 0.00 0.00
H 4.28458 -0.24838 4.40346 0.00 0.01 0.01
H 0.37397 0.90448 4.11312 -0.01 0.00 -0.01
H 0.40718 -0.40208 5.33032 -0.01 0.00 0.00
H -0.38923 -0.65585 3.75953 -0.03 -0.01 -0.01
```
Forces are in eV/Å.

## Properties
Multiplicity: 2
Calculated total energy: -273221.96367 eV
Kohn-Sham gap (alpha / beta): 5.7 / 6.5 eV
⟨S²⟩: 0.787